Record 1
The following is a quantum chemistry calculation of a structure of composition C7H27F3HfNO19S3 at a distorted geometry, from OMol25.

Values from the calculation:
Total charge: -1
Highest occupied orbital energy (eV): -4.406
Molecular weight (g mol⁻¹): 760.97
Orbital gap (eV): 2.999

Positions of all 61 atoms, in Å:
Hf (-0.790, -3.234, 4.553)
S (-2.067, -4.584, 1.377)
O (-1.239, -5.529, 0.627)
O (-3.459, -5.059, 1.560)
O (-1.477, -4.256, 2.693)
O (-2.388, -3.381, 0.636)
S (-3.624, -2.293, 3.813)
O (-4.417, -1.469, 4.705)
O (-4.338, -2.600, 2.561)
O (-2.291, -1.707, 3.583)
O (-3.085, -3.469, 4.482)
C (2.740, -1.071, 2.453)
F (3.384, -2.107, 2.954)
F (2.349, -0.314, 3.478)
F (3.464, -0.288, 1.648)
S (1.115, -1.632, 1.739)
O (1.482, -2.629, 0.760)
O (0.360, -2.116, 2.900)
O (0.398, -0.459, 1.220)
C (-1.646, 3.199, -6.749)
O (-0.965, 3.258, -5.522)
C (-1.722, 3.623, -4.382)
C (-0.731, 3.727, -3.174)
N (0.068, 4.985, -3.204)
C (0.862, 5.314, -2.017)
C (1.936, 4.348, -1.590)
O (1.362, 3.144, -1.141)
C (2.314, 2.284, -0.531)
H (-2.124, 2.235, -6.944)
H (-1.012, 3.550, -7.561)
H (-2.572, 3.781, -6.698)
H (-2.487, 2.851, -4.271)
H (-2.255, 4.576, -4.417)
H (0.002, 2.922, -3.264)
H (-1.221, 3.494, -2.229)
H (0.385, 5.288, -4.110)
H (0.254, 5.595, -1.155)
H (1.380, 6.231, -2.310)
H (2.610, 4.802, -0.860)
H (2.498, 4.034, -2.476)
H (2.676, 2.494, 0.478)
H (3.189, 2.135, -1.167)
H (1.758, 1.352, -0.421)
O (-2.120, 0.823, 1.793)
H (-1.750, 1.517, 1.243)
H (-1.407, 0.184, 1.886)
O (-1.500, -0.592, -0.831)
H (-1.094, -1.012, -1.593)
H (-0.908, -0.799, -0.098)
O (-0.327, -1.044, 5.479)
H (0.411, -0.889, 6.075)
H (-0.783, -0.197, 5.424)
O (4.410, -3.134, 0.337)
H (3.986, -3.995, 0.300)
H (3.715, -2.516, 0.098)
O (1.293, -5.117, -0.745)
H (1.259, -4.236, -0.364)
H (0.648, -5.620, -0.239)
O (0.967, -4.541, 3.287)
H (1.920, -4.666, 3.246)
H (0.605, -5.192, 2.673)

Forces on the atoms, in the same order (eV/Å):
Hf -6.3449 2.1681 -9.5484
S -6.1128 -0.3879 -5.0302
O 1.1963 -0.1107 1.3036
O 1.4679 -1.8497 1.4788
O 3.3207 0.6842 5.3888
O 2.4925 1.5820 -0.2131
S -6.0865 2.3690 -3.9301
O 0.6631 -0.2409 0.4555
O 1.6995 0.4195 2.7303
O 5.5250 2.0176 0.0953
O 3.1441 -5.3690 4.5925
C -1.8341 0.7488 0.0081
F 0.7984 -0.1110 -0.2601
F 0.3379 0.7204 0.9567
F 0.0155 -1.0780 0.1965
S -1.9631 1.0795 -2.4828
O 0.1769 0.3199 0.7805
O 0.2914 -0.5466 2.1407
O 2.0260 -1.0631 0.7396
C -1.4618 0.2169 0.5795
O 0.6813 0.6236 -0.3125
C 0.5881 -0.3814 1.1573
C 0.8864 -0.4032 -1.5400
N -1.6416 -0.4292 1.5300
C 0.0850 0.7642 -1.3064
C -0.0958 -0.8492 -0.9090
O 0.3950 0.1930 1.4474
C -0.8288 -1.0454 -0.4055
H 0.8041 -0.6023 -0.0992
H 0.0003 -0.1979 0.0420
H 0.2265 0.8218 -0.1420
H 0.0058 -0.1212 0.6202
H 0.1373 0.2782 -0.7086
H -0.3408 -0.4793 -0.1861
H -0.1405 0.7804 0.1077
H 0.2874 -0.3227 0.1963
H -0.3668 -0.2628 -0.0434
H 0.1461 0.1564 0.2019
H -0.0100 0.0224 0.2153
H 0.5149 0.5276 -0.1731
H -0.2252 0.9148 0.0679
H 0.0312 -0.0244 -0.1906
H 0.2921 -0.2262 -0.1136
O -0.1497 0.4020 0.4888
H 0.0557 -0.0677 -0.2276
H -0.0914 -0.1540 -0.0821
O 0.0432 0.3536 -0.3400
H -0.0267 -0.1870 -0.0307
H -0.2437 -0.0665 -0.0944
O 0.5065 -1.2300 0.5569
H 0.2063 0.0488 0.0676
H -0.7144 -0.0860 -0.6383
O 0.4364 0.0284 0.1279
H -0.2095 -0.0681 -0.1520
H -0.2452 -0.0719 -0.1188
O 0.8206 -0.2550 -0.0629
H -0.2873 0.1174 0.0204
H -0.6026 0.1557 -0.0127
O 0.2038 -0.5283 1.2910
H 0.2386 0.2412 0.1575
H -0.7246 0.0610 -0.3883

=====

Record 2
The following is a quantum chemistry calculation of a cluster of 2 separate species, C9H23BBrN3O4P in total at a distorted geometry, from OMol25.

Values from the calculation:
Total charge: +1
Relative energy (zero: lowest compared OMol25 entry of this formula, charge and spin) (kJ/mol): 79.5
Highest occupied orbital energy (eV): -12.019
Molecular weight (g mol⁻¹): 358.99
Orbital gap (eV): 9.205

Positions of all 42 atoms, in Å:
C (-0.767, -3.035, -2.331)
C (-1.190, -1.898, -1.378)
P (-0.744, -0.316, -2.194)
C (-2.033, 0.985, -1.999)
C (-3.331, 0.487, -1.368)
N (0.839, 0.262, -1.446)
C (1.390, 1.367, -2.335)
C (2.002, 2.425, -1.395)
C (2.218, 1.597, -0.140)
Br (2.732, 2.496, 1.461)
C (0.885, 0.812, -0.072)
O (-0.153, 1.692, 0.169)
B (-0.898, 1.400, 1.326)
O (-0.798, 2.123, 2.471)
O (-1.775, 0.380, 1.234)
H (-1.000, -4.003, -1.911)
H (-1.286, -2.888, -3.269)
H (0.289, -2.932, -2.559)
H (-2.260, -1.961, -1.232)
H (-0.712, -2.048, -0.412)
H (-2.271, 1.283, -3.013)
H (-1.688, 1.877, -1.494)
H (-4.088, 1.219, -1.628)
H (-3.663, -0.448, -1.800)
H (-3.275, 0.458, -0.289)
H (1.411, -0.579, -1.390)
H (2.130, 0.877, -2.953)
H (0.639, 1.751, -3.009)
H (1.316, 3.246, -1.250)
H (2.920, 2.739, -1.873)
H (2.995, 0.892, -0.427)
H (0.991, 0.101, 0.748)
H (0.079, 2.076, 2.884)
H (-1.792, -0.080, 2.095)
C (0.905, -1.415, 3.648)
O (-0.195, -1.124, 3.191)
N (1.505, -0.675, 4.620)
N (1.602, -2.507, 3.220)
H (2.399, -0.898, 5.016)
H (1.004, 0.121, 4.971)
H (1.171, -3.084, 2.522)
H (2.496, -2.773, 3.587)

Forces on the atoms, in the same order (eV/Å):
C -0.0487 0.9596 0.0593
C 0.5772 -0.3415 0.2630
P -0.4526 -0.4730 -1.9629
C -0.1438 -0.1336 0.4721
C -0.2066 0.6216 -0.1150
N -1.4707 0.0558 1.0128
C 0.7408 -0.2451 0.0025
C -0.1127 -0.5624 -0.5509
C -0.2856 -0.1145 -1.0172
Br -0.1312 -0.0201 -0.0125
C 1.0830 1.4974 1.6704
O 0.4636 -0.0597 -0.0978
B -0.5158 0.0972 0.2520
O 0.6746 -0.1972 0.4742
O 0.2847 -0.7995 0.2370
H 0.0574 -0.2308 0.0415
H -0.1500 -0.2730 -0.2754
H 0.2487 -0.3650 0.0057
H -0.1982 0.3322 0.2178
H -0.1002 0.2185 0.3119
H 0.2352 -0.0388 -0.3801
H 0.1861 0.0281 0.1148
H -0.2548 0.1004 -0.0178
H -0.0649 -0.2730 0.0750
H 0.0074 -0.3803 -0.0220
H 0.2666 0.1207 -0.6075
H 0.2523 0.0609 -0.1710
H -0.4337 -0.0392 0.1150
H -0.0350 0.2724 0.1398
H 0.2122 0.4410 0.2671
H 0.3160 -0.2152 0.5577
H -0.3596 -0.8502 -0.4935
H -0.2878 0.5402 -0.2822
H -0.3329 0.1453 -0.1488
C 0.1229 -0.1298 0.2829
O -0.0121 0.1759 -0.3148
N -0.0181 0.1182 -0.1533
N 0.0083 0.1373 -0.1909
H -0.0231 -0.0382 0.0182
H -0.0277 -0.0671 0.0763
H -0.0358 -0.0597 0.0869
H -0.0352 -0.0158 0.0595

=====

Record 3
The following is a quantum chemistry calculation of a structure of composition C4H6N2 at a distorted geometry, from OMol25.

Values from the calculation:
Relative energy (zero: lowest compared OMol25 entry of this formula, charge and spin) (kJ/mol): 468.9
Highest occupied orbital energy (eV): -9.350
Molecular weight (g mol⁻¹): 82.11
Orbital gap (eV): 10.086

Positions of all 12 atoms, in Å:
C (-1.297, 0.322, 0.852)
N (0.029, 0.570, 0.297)
C (0.188, 0.298, -1.409)
C (0.754, -0.534, -0.310)
C (2.199, -0.564, -0.076)
N (3.344, -0.613, 0.085)
H (-1.216, 0.211, 1.938)
H (-1.754, -0.581, 0.424)
H (-1.938, 1.179, 0.634)
H (0.181, 1.369, -0.480)
H (-0.791, -0.124, -1.683)
H (0.287, -1.494, -0.084)

Forces on the atoms, in the same order (eV/Å):
C -0.0853 -0.0256 0.0082
N 0.0265 0.0751 0.0087
C -0.1283 -0.3181 -0.1494
C -0.0331 -0.1241 0.0690
C 1.1922 -0.0439 0.1348
N -1.3178 0.0539 -0.1530
H -0.0064 0.0036 -0.1583
H 0.0785 0.1512 0.0477
H 0.0908 -0.1456 0.0396
H -0.0403 0.1059 0.1522
H 0.1402 0.1007 0.0746
H 0.0830 0.1670 -0.0742

=====

Record 4
The following is a quantum chemistry calculation of a cluster of 10 separate species, C37H75Br2NO25 in total at a distorted geometry, from OMol25.

Values from the calculation:
Total charge: +1
Highest occupied orbital energy (spin up / spin down) (eV): -12.263 / -12.090
Spin multiplicity: 2
Molecular weight (g mol⁻¹): 1093.80
Orbital gap (spin up / spin down) (eV): 9.072 / 2.834

Positions of all 140 atoms, in Å:
C (9.679, -6.155, 24.848)
C (9.872, -7.577, 24.217)
O (10.308, -8.526, 25.183)
C (11.540, -9.114, 25.002)
O (12.320, -8.773, 24.121)
O (11.719, -10.093, 25.896)
C (12.869, -10.920, 25.989)
H (9.260, -5.396, 24.187)
H (10.611, -5.863, 25.333)
H (8.972, -6.092, 25.675)
H (10.629, -7.382, 23.457)
H (8.958, -8.004, 23.803)
H (12.884, -11.439, 26.948)
H (13.815, -10.380, 25.963)
H (12.953, -11.616, 25.154)
C (16.776, -10.671, 27.751)
C (18.024, -11.377, 27.231)
O (17.546, -12.696, 26.965)
C (18.350, -13.500, 26.239)
O (19.446, -13.155, 25.749)
O (17.648, -14.653, 26.010)
C (18.229, -15.553, 25.047)
H (17.077, -9.650, 27.987)
H (16.424, -11.148, 28.666)
H (15.988, -10.516, 27.014)
H (18.811, -11.323, 27.984)
H (18.420, -10.951, 26.309)
H (17.590, -16.434, 24.986)
H (19.214, -15.849, 25.407)
H (18.294, -15.226, 24.009)
C (16.559, -11.572, 19.057)
C (17.929, -12.206, 19.153)
O (18.907, -11.446, 18.476)
C (20.171, -11.859, 18.377)
O (20.592, -12.905, 18.762)
O (20.924, -10.804, 17.900)
C (22.273, -10.925, 17.579)
H (16.618, -10.604, 19.554)
H (15.767, -12.091, 19.597)
H (16.230, -11.568, 18.018)
H (17.937, -13.258, 18.869)
H (18.253, -12.152, 20.192)
H (22.643, -10.243, 16.813)
H (22.483, -11.898, 17.136)
H (22.873, -10.813, 18.482)
C (14.363, -6.636, 22.141)
C (15.675, -7.235, 21.737)
O (15.774, -7.139, 20.236)
C (16.823, -7.810, 19.686)
O (17.795, -8.154, 20.341)
O (16.678, -7.754, 18.388)
C (17.791, -7.955, 17.505)
H (14.107, -5.844, 21.437)
H (14.321, -6.306, 23.179)
H (13.643, -7.436, 21.969)
H (15.863, -8.261, 22.052)
H (16.559, -6.809, 22.212)
H (17.998, -9.024, 17.476)
H (18.631, -7.362, 17.868)
H (17.514, -7.495, 16.556)
C (21.726, -8.660, 21.502)
C (20.988, -7.476, 20.955)
O (21.006, -7.507, 19.574)
C (21.979, -7.251, 18.780)
O (23.124, -7.058, 19.178)
O (21.502, -7.077, 17.508)
C (22.487, -6.767, 16.593)
H (21.835, -8.661, 22.586)
H (22.722, -8.622, 21.061)
H (21.263, -9.629, 21.314)
H (21.482, -6.559, 21.275)
H (20.015, -7.593, 21.432)
H (22.210, -6.702, 15.540)
H (23.222, -7.570, 16.552)
H (22.991, -5.838, 16.862)
C (13.279, -6.199, 26.436)
C (13.967, -7.202, 27.259)
O (14.873, -6.463, 28.115)
C (16.088, -6.000, 27.683)
O (16.501, -6.173, 26.515)
O (16.644, -5.269, 28.688)
C (17.872, -4.610, 28.454)
H (12.892, -5.403, 27.073)
H (12.512, -6.644, 25.802)
H (14.042, -5.751, 25.800)
H (14.519, -7.872, 26.600)
H (13.179, -7.662, 27.856)
H (18.731, -5.281, 28.422)
H (17.993, -3.870, 29.244)
H (17.962, -3.974, 27.573)
C (20.522, -12.491, 22.276)
C (21.606, -12.729, 23.330)
O (22.702, -13.503, 22.720)
C (22.526, -14.872, 22.569)
O (21.581, -15.663, 22.817)
O (23.582, -15.219, 21.848)
C (23.620, -16.592, 21.309)
H (19.628, -12.101, 22.763)
H (20.154, -13.400, 21.802)
H (20.781, -11.758, 21.512)
H (21.211, -13.339, 24.142)
H (21.917, -11.786, 23.780)
H (24.694, -16.694, 21.157)
H (23.024, -16.786, 20.417)
H (23.231, -17.234, 22.099)
C (16.938, -8.601, 31.129)
C (17.873, -7.389, 30.699)
O (18.567, -7.670, 29.532)
C (19.750, -8.371, 29.526)
O (20.325, -8.813, 30.511)
O (20.089, -8.408, 28.246)
C (21.170, -9.194, 27.840)
H (16.596, -8.574, 32.164)
H (17.432, -9.563, 30.995)
H (16.061, -8.531, 30.485)
H (18.632, -7.069, 31.413)
H (17.390, -6.459, 30.397)
H (21.621, -8.618, 27.032)
H (20.879, -10.120, 27.344)
H (21.917, -9.406, 28.605)
C (16.526, -14.218, 22.137)
O (17.037, -13.112, 21.919)
N (15.672, -14.323, 23.185)
C (15.034, -15.615, 23.528)
C (15.251, -13.151, 24.054)
H (16.613, -15.100, 21.483)
H (15.225, -15.923, 24.556)
H (15.280, -16.450, 22.871)
H (13.954, -15.469, 23.534)
H (15.597, -12.249, 23.550)
H (14.185, -13.170, 24.280)
H (15.773, -13.238, 25.007)
Br (19.776, -9.847, 24.637)
C (18.379, -9.583, 23.218)
C (17.234, -10.384, 23.443)
Br (15.898, -9.364, 24.595)
H (18.920, -9.885, 22.321)
H (18.143, -8.532, 23.050)
H (17.471, -11.361, 23.864)
H (16.634, -10.481, 22.538)

Forces on the atoms, in the same order (eV/Å):
C -0.4950 -0.9034 0.9655
C -0.2567 2.0054 -0.1225
O 1.9784 -1.4341 0.7557
C -0.1331 0.9321 -1.4099
O -0.4539 -0.7639 1.3881
O -0.9317 0.4847 0.4655
C 0.9912 0.2543 -0.5470
H 0.6365 -0.2070 -0.5502
H 0.1310 0.3244 -0.5427
H -0.2341 -0.7139 0.1282
H -0.0788 -0.7402 -0.1485
H 0.0730 0.2673 -0.1304
H -0.6431 0.0288 -0.1616
H -0.2586 0.5383 0.0053
H -0.4748 -0.0920 0.0469
C 1.3217 1.0383 0.0956
C -1.4492 0.2942 0.2015
O 1.0017 -1.1523 -0.2480
C 1.0954 0.4737 -1.8084
O -3.0348 -1.2620 1.5216
O 0.9235 1.4338 -0.2790
C 0.5093 -0.9526 0.1512
H 0.0352 0.1609 0.3480
H -0.2619 -0.0379 -0.2187
H -0.2376 -0.5995 -0.1754
H 0.0941 -0.4393 0.0184
H -0.0881 0.0249 0.1253
H -0.0727 0.1038 0.5420
H -0.0152 -0.0061 -0.2518
H 0.1155 0.8899 0.3013
C 0.1727 0.0505 -0.2564
C 0.2221 -0.8529 1.8278
O 0.2712 1.3241 -1.7300
C 0.7271 1.3662 0.3741
O 0.3253 -0.6449 -0.1630
O -2.5489 0.0382 -0.0782
C 1.4041 -1.5124 0.0902
H -0.1363 0.3820 -0.6087
H 0.4326 -0.5209 0.1501
H -0.0069 0.6344 -0.0063
H 0.1187 0.0602 -0.2933
H -0.2114 -0.4643 0.1314
H -0.8131 0.5937 0.2115
H -0.0166 -0.2867 0.2860
H 0.1328 0.0045 -0.0354
C -0.3248 -0.8087 -0.6830
C 1.4253 0.3490 -1.1364
O -0.0676 -1.1995 1.7925
C 0.7653 1.9949 0.9521
O -0.7038 -0.6964 -0.5209
O -0.7641 -0.0415 -0.1305
C 0.3976 0.2406 0.4487
H 0.1094 0.2207 0.3046
H 0.0999 -0.0159 -0.1287
H -0.4523 0.2453 0.3051
H -0.7694 -0.6258 -0.3502
H 0.0525 0.9403 -0.4352
H 0.2959 0.2070 -0.3265
H 0.2262 -0.4127 0.1809
H -0.2768 -0.5157 0.0328
C 1.3128 -0.5791 0.2660
C 1.3042 -0.3896 2.0416
O -3.9735 -0.8816 -1.2884
C 2.4983 1.7060 0.2607
O -1.1371 -0.4058 -1.2968
O -0.8805 -0.7539 1.7080
C 2.4120 0.0799 -1.2010
H 0.0424 0.5181 0.1287
H 0.1251 -0.4726 0.1939
H -0.1781 0.0978 -0.5915
H -0.1352 0.0892 0.1956
H -0.6390 0.8516 -1.2336
H -1.2065 0.1366 0.3781
H 0.3421 0.0638 0.3543
H 0.0670 -0.0491 0.0091
C 0.0266 1.1364 -1.2093
C 0.4462 0.5681 -0.0646
O 1.4501 -0.0078 0.9575
C -0.6128 -0.2663 -2.4484
O -0.5775 0.4428 3.4203
O -1.1661 -1.0678 -1.5045
C 1.2806 1.0287 -0.1550
H -0.3284 -0.1224 -0.0812
H -0.0227 0.0996 0.1176
H -0.2020 0.2152 -0.2816
H 0.0518 -0.3889 0.4030
H 0.8261 -0.4961 0.5677
H -0.2567 -0.2658 0.2105
H -0.0966 -0.4750 0.4010
H -0.7817 -0.4436 -0.5121
C -0.4047 0.1453 0.3574
C -0.7634 -1.6578 -0.6988
O -1.0970 -0.6469 1.0798
C -1.8294 -0.7068 -1.1814
O 2.4036 3.2427 0.1728
O -0.1343 -0.8202 -0.5886
C 0.3121 0.6148 1.4713
H -0.0924 0.0866 0.2956
H 0.4310 -0.1016 -0.0574
H 0.3487 -0.1951 -0.0826
H -0.1394 0.0656 -0.0493
H 0.8586 -0.1966 -0.3834
H -0.3055 -0.4830 -0.2344
H 0.0560 0.7088 -0.0544
H 0.3132 -0.2096 -0.1314
C 0.5352 1.4662 -0.5194
C -0.0691 -0.2374 1.6458
O 1.7398 -1.3995 -2.1460
C -1.0403 0.3740 2.2592
O -0.8768 0.6092 -2.0882
O -0.4750 -0.2150 0.1700
C 1.4117 -0.0447 -1.0581
H 0.1485 0.3554 -0.0276
H 0.1910 0.1576 -0.1520
H -0.0845 -0.2912 0.0057
H -0.2454 -0.4696 0.6796
H -0.8293 -0.4371 0.5783
H 0.3699 0.0807 0.1653
H -0.4864 -0.2802 0.4519
H -0.2891 0.1432 0.1605
C -0.8550 2.4887 0.9506
O 0.2983 -1.0586 -0.3665
N -1.0463 -1.1514 0.7740
C -0.5030 0.6806 0.3697
C 1.4001 -1.2701 -0.8804
H 0.2252 0.0475 0.3051
H 0.5445 0.1258 0.0618
H 0.2095 0.3780 -0.1843
H -0.1485 -0.0697 -0.3936
H -0.5265 -0.2014 0.0249
H 0.0268 -0.1073 -0.5162
H 0.0739 0.0166 0.1125
Br -0.9286 0.6935 -0.9405
C 2.4941 1.6961 -0.0666
C -1.9178 -0.9108 0.5187
Br 0.9702 -0.5381 -0.4498
H 0.0473 -0.3352 -0.1858
H 0.3713 0.1093 0.3782
H -0.5029 0.0332 0.1390
H -0.0547 -0.2565 -0.1075

=====

The highest molecular weight belongs to which entry? C37H75Br2NO25